1.
Computed, not measured: 2 unconnected molecules or ions with the total composition C2H8OS2, with ωB97M-V/def2-TZVPD.

Element x y z (Å)
1 C 1.36885 -2.80065 2.94563
2 S 1.37194 -1.36586 1.89147
3 S 3.23812 -0.56068 2.06352
4 H 0.35378 -3.21247 2.86554
5 H 1.58656 -2.60007 3.99263
6 H 1.88284 -3.66102 2.52741
7 H 3.17506 0.07855 3.24768
8 C -2.03469 2.64918 -3.46684
9 O -2.90151 1.82134 -2.68521
10 H -1.10415 2.13864 -3.67699
11 H -2.47892 2.72901 -4.47147
12 H -2.05110 3.63324 -3.01830
13 H -2.40678 1.15078 -2.21506

Results
SMILES string = CSS.CO
gap between HOMO and LUMO = 9.639 eV
multiplicity = 1
relative energy (zero: lowest compared OMol25 entry of this formula, charge and spin) = 104.3 kJ/mol

2.
Computed, not measured: 2 unconnected molecules or ions with the total composition C2H8P2S, with ωB97M-V/def2-TZVPD.

Element x y z (Å)
1 C 1.05187 -1.22085 -2.48266
2 C -0.17433 1.38914 2.58969
3 P -1.04539 -1.31503 -0.13905
4 P -0.58184 -0.43787 -2.07490
5 S -0.29041 0.65991 -0.29957
6 H 1.27368 -0.78919 -3.48441
7 H 1.76058 -0.77891 -1.76214
8 H 1.16754 -2.30844 -2.49357
9 H -1.03348 0.90393 3.19894
10 H 0.38447 0.63705 2.01203
11 H 0.55522 1.81497 3.26849
12 H -2.34525 -0.67849 -0.23271
13 H -0.72266 2.12378 1.89987

Results
⟨S²⟩ = 2.007
gap between HOMO and LUMO (alpha / beta) = 5.420 / 6.234 eV
multiplicity = 3

3.
Computed, not measured: 2 unconnected molecules or ions with the total composition C2H8S, with ωB97M-V/def2-TZVPD.

Element x y z (Å)
1 C 1.45021 0.99119 -0.55079
2 H 0.92972 0.49561 -1.37260
3 H 0.86182 1.72279 -0.00216
4 H 2.30869 1.53227 -0.94252
5 H 1.80262 0.17795 0.08715
6 C -1.34978 -0.54159 0.83252
7 S -1.68610 -1.83598 -0.35101
8 H -2.20312 -0.44943 1.49646
9 H -0.48359 -0.81323 1.44843
10 H -1.11722 0.40267 0.33399
11 H -0.51327 -1.68224 -0.97947

Results
total charge = +1
⟨S²⟩ = 0.753
gap between HOMO and LUMO (alpha / beta) = 12.529 / 7.430 eV
multiplicity = 2
relative energy (zero: lowest compared OMol25 entry of this formula, charge and spin) = 1.7 kJ/mol

4.
Computed, not measured: 2 unconnected molecules or ions with the total composition C2H8S2, with ωB97M-V/def2-TZVPD.

Element x y z (Å)
1 C 1.86018 2.23728 -4.40771
2 S 2.29558 3.13589 -2.88408
3 H 1.13973 2.78931 -5.03447
4 H 1.45139 1.23354 -4.20276
5 H 2.80235 2.12532 -4.97020
6 H 1.75872 4.29800 -3.31280
7 C -1.85484 -3.13701 4.28893
8 S -1.72481 -1.80646 2.99082
9 H -2.91171 -3.27724 4.57173
10 H -1.31193 -2.71868 5.15314
11 H -1.42229 -4.12187 4.04489
12 H -2.08237 -0.75806 3.76251

Results
SMILES string = CS.CS
gap between HOMO and LUMO = 9.954 eV
multiplicity = 1
relative energy (zero: lowest compared OMol25 entry of this formula, charge and spin) = 56.7 kJ/mol

5.
Computed, not measured: 2 unconnected molecules or ions with the total composition C2H8S2, with ωB97M-V/def2-TZVPD.

Element x y z (Å)
1 C -1.15380 -1.32437 0.49807
2 S -1.94939 -1.62999 2.24502
3 H -1.40340 -0.39253 -0.04108
4 H -1.52286 -2.15648 -0.11864
5 H -0.10835 -1.35741 0.72411
6 H -1.54344 -2.96223 2.33574
7 C 1.49003 1.32897 -1.17512
8 S 1.18745 2.91182 -0.20298
9 H 2.38371 1.58346 -1.85547
10 H 0.79490 0.89982 -1.92732
11 H 1.85691 0.58462 -0.38457
12 H -0.03178 2.51432 -0.09775

Results
SMILES string = CS.CS
gap between HOMO and LUMO = 9.837 eV
multiplicity = 1
relative energy (zero: lowest compared OMol25 entry of this formula, charge and spin) = 115.3 kJ/mol

6.
Computed, not measured: 2 unconnected molecules or ions with the total composition C2H8S3, with ωB97M-V/def2-TZVPD.

Element x y z (Å)
1 C 2.14619 0.05187 0.78478
2 S 1.52370 0.77413 -0.74640
3 S 2.32197 -0.16780 -2.39738
4 H 1.50633 -0.65732 1.31593
5 H 2.27241 0.90919 1.49782
6 H 3.13462 -0.36332 0.91090
7 H 2.74447 -1.07831 -1.48780
8 C -3.02672 0.05090 0.31931
9 S -1.87088 0.99182 -0.58120
10 H -2.60286 -0.12368 1.31134
11 H -4.07455 0.44510 0.25521
12 H -3.16497 -0.91835 -0.26934
13 H -0.90970 0.08578 -0.91317

Results
SMILES string = CSS.CS
gap between HOMO and LUMO = 8.617 eV
multiplicity = 1
relative energy (zero: lowest compared OMol25 entry of this formula, charge and spin) = 134.5 kJ/mol

7.
Computed, not measured: 2 unconnected molecules or ions with the total composition C2H8S4, with ωB97M-V/def2-TZVPD.

Element x y z (Å)
1 C 2.57552 1.18972 -1.31840
2 S 1.58165 -0.19377 -0.75141
3 S 2.71716 -0.81288 0.93360
4 H 2.63120 1.90622 -0.51341
5 H 3.58744 0.89834 -1.66394
6 H 2.16763 1.72390 -2.22799
7 H 1.79935 -0.54271 1.85813
8 C -1.78433 1.75344 0.56350
9 S -1.96133 -0.10197 1.02581
10 S -2.82329 -0.55569 -0.77095
11 H -1.65577 2.41117 1.41484
12 H -0.95072 1.85851 -0.06927
13 H -2.68433 2.12848 -0.00370
14 H -1.86892 -1.41396 -1.25808

Results
SMILES string = CSS.CSS
gap between HOMO and LUMO = 9.006 eV
multiplicity = 1
relative energy (zero: lowest compared OMol25 entry of this formula, charge and spin) = 53.5 kJ/mol

8.
Computed, not measured: 2 unconnected molecules or ions with the total composition C2H8S4, with ωB97M-V/def2-TZVPD.

Element x y z (Å)
1 C 1.25640 1.12023 -2.07950
2 S 1.53145 2.93990 -1.42896
3 S 2.78551 2.27988 0.24826
4 H 0.33402 0.80416 -1.50558
5 H 2.22190 0.78598 -1.69827
6 H 1.16118 1.15551 -3.23432
7 H 2.66421 3.52303 0.79616
8 C -1.70792 -0.84061 1.35668
9 S -1.05034 -2.24432 2.19115
10 S -1.11414 -3.72863 0.67422
11 H -1.62401 -1.06106 0.28379
12 H -1.20663 0.05535 1.78361
13 H -2.79007 -0.80652 1.58962
14 H -2.46155 -3.98290 1.02315

Results
total charge = +1
⟨S²⟩ = 0.755
gap between HOMO and LUMO (alpha / beta) = 5.041 / 2.686 eV
multiplicity = 2
relative energy (zero: lowest compared OMol25 entry of this formula, charge and spin) = 136.0 kJ/mol

The following electronic energy values (in Ha) correspond, in order, to the records above: -952.57383, -1161.71925, -478.82075, -877.33714, -877.31480, -1275.49563, -1673.71798, -1673.37908.
The following strongest force on any atom values (in eV/A) correspond, in order, to the records above: 1.75, 4.39, 0.78, 1.18, 3.10, 3.05, 2.21, 3.43.